No. 1
Entry from OMol25: C25H31LaN3O2 as an isolated structure in a non-equilibrium geometry (ωB97M-V/def2-TZVPD).

Cartesian coordinates (Å):
La  -0.6241  -0.1764  0.3353
C  -4.1570  0.2623  1.9015
C  -2.7161  0.2409  2.3268
C  -1.9359  1.4107  2.2802
C  -0.6549  1.4554  2.8589
C  0.0738  2.7610  2.9728
C  -0.1331  0.2845  3.4210
C  -0.8666  -0.9094  3.4332
C  -0.3215  -2.1377  4.0990
C  -2.1558  -0.9170  2.8896
H  -4.3505  -0.4261  1.0778
H  -4.4533  1.2583  1.5850
H  -4.7875  -0.0365  2.7377
H  -2.3861  2.3332  1.9244
H  0.2467  3.2029  1.9929
H  1.0280  2.6370  3.4781
H  -0.5227  3.4688  3.5470
H  0.8217  0.3264  3.9346
H  0.5130  -1.8963  4.7530
H  0.0176  -2.8560  3.3516
H  -1.0957  -2.6194  4.6921
H  -2.7676  -1.8062  2.9887
C  2.6264  -0.3573  1.2569
C  3.0964  -0.6881  -0.1588
C  2.3166  -1.8788  -0.7299
C  2.9854  0.4543  -1.1447
C  4.0896  0.8114  -1.8971
C  3.9783  1.7141  -2.9396
C  2.7303  2.1963  -3.2877
C  1.5956  1.8736  -2.5634
C  0.2419  2.3158  -3.0743
C  -0.5646  3.1297  -2.0609
C  -0.5447  1.0911  -3.5554
C  1.7329  1.0648  -1.4099
O  0.7195  0.9166  -0.5704
H  2.9384  -1.1424  1.9452
H  1.5155  -0.2842  1.2983
H  3.0514  0.5929  1.5745
H  4.1506  -0.9728  -0.0926
H  1.3028  -1.5662  -1.0406
H  2.2373  -2.6785  0.0050
H  2.8212  -2.2689  -1.6120
H  5.0476  0.3681  -1.6707
H  4.8458  2.0032  -3.5082
H  2.6331  2.8403  -4.1469
H  0.4253  2.9580  -3.9427
H  -0.9318  2.5002  -1.2406
H  -1.4238  3.5850  -2.5488
H  0.0495  3.9258  -1.6462
H  -0.7785  0.4259  -2.7161
H  0.0360  0.5358  -4.2859
H  -1.4772  1.3993  -4.0215
N  -1.2619  -4.4544  -0.8292
C  -1.4634  -3.1362  -0.7016
O  -0.8063  -2.4771  0.1699
C  -2.4179  -2.5018  -1.5638
C  -3.0929  -3.1952  -2.5814
N  -3.6198  -3.7869  -3.4105
C  -2.5898  -1.1741  -1.2953
N  -2.5968  -0.0876  -0.8523
H  -0.6000  -4.9135  -0.2250
H  -1.7704  -4.9985  -1.5064

Results
Spin multiplicity = 1
Total energy = -1317.4591 hartree
Charge = +1
Gap between HOMO and LUMO = 7.640 eV

No. 2
Entry from OMol25: C25H31N11O3S3Y as an isolated structure in a non-equilibrium geometry (ωB97M-V/def2-TZVPD).

Cartesian coordinates (Å):
Y  -0.1743  -0.0750  0.0956
C  0.8593  5.2502  3.1921
C  0.7862  3.8767  3.8566
N  -0.3946  3.1205  3.4695
C  -0.5383  2.3820  2.3572
S  0.8273  2.1701  1.3092
N  -1.7573  1.9126  2.1707
N  -1.9815  1.0356  1.1703
C  -3.2263  0.7918  0.8951
C  -4.3565  1.4465  1.6260
C  -3.5171  -0.1809  -0.1596
C  -4.8326  -0.5518  -0.4432
C  -5.0828  -1.4808  -1.4339
C  -4.0137  -2.0219  -2.1302
C  -2.7403  -1.5934  -1.8021
N  -2.4824  -0.6957  -0.8502
H  1.7550  5.7738  3.5293
H  -0.0115  5.8524  3.4533
H  0.9053  5.1476  2.1087
H  0.7572  3.9883  4.9396
H  1.6660  3.2901  3.5980
H  -1.2333  3.2228  4.0191
H  -3.9604  2.0875  2.4042
H  -5.0029  0.6949  2.0827
H  -4.9603  2.0523  0.9469
H  -5.6506  -0.1178  0.1114
H  -6.0977  -1.7768  -1.6646
H  -4.1576  -2.7511  -2.9146
H  -1.8802  -1.9745  -2.3378
O  -0.7442  -1.9961  1.0241
N  -0.8364  -3.1427  0.3654
C  -1.5832  -4.1198  0.9224
C  -1.7100  -5.3502  0.3402
C  -1.0446  -5.5946  -0.8613
C  -0.3125  -4.5830  -1.4350
C  -0.2133  -3.3201  -0.8343
S  0.6217  -2.0289  -1.6087
H  -2.0453  -3.8458  1.8586
H  -2.3115  -6.1084  0.8184
H  -1.1080  -6.5641  -1.3361
H  0.2059  -4.7263  -2.3714
C  4.9768  1.6747  -2.2773
C  4.7044  0.8600  -1.0715
N  5.5807  0.3830  -0.2609
N  4.8595  -0.2812  0.6872
C  3.5329  -0.2415  0.4911
S  2.3445  -0.9371  1.4204
N  3.4280  0.5026  -0.6539
N  2.2220  0.8408  -1.2517
H  6.0500  1.7281  -2.4337
H  4.5893  2.6883  -2.1576
H  4.5111  1.2295  -3.1580
H  5.3277  -0.7606  1.4354
H  2.1745  0.4525  -2.1876
H  2.1389  1.8498  -1.3069
O  -0.1806  7.3260  -0.0465
C  -1.3928  7.0534  -0.7033
N  -1.2583  5.6925  -1.1690
C  -2.3070  4.9769  -1.6287
O  -3.4462  5.3978  -1.6603
C  -1.9647  3.5941  -2.1143
C  -2.6925  3.0465  -3.1622
C  -2.3611  1.7796  -3.6125
C  -1.3552  1.0865  -2.9646
N  -0.6996  1.5653  -1.8997
C  -0.9926  2.8129  -1.5081
H  -0.1510  8.2540  0.1991
H  -1.5536  7.7276  -1.5523
H  -2.2572  7.1184  -0.0376
H  -0.3138  5.3485  -1.2067
H  -3.5032  3.6098  -3.6066
H  -2.8870  1.3281  -4.4419
H  -1.0490  0.1052  -3.3069
H  -0.4699  3.1754  -0.6312

Results
Spin multiplicity = 1
Energy relative to the best compared isomer or geometry (same formula, charge and spin) = 0.662 eV
Total energy = -3032.1750 hartree
Charge = +1
Gap between HOMO and LUMO = 7.316 eV

No. 3
Entry from OMol25: an isolated molecule of C25H31N3O3S (ωB97M-V/def2-TZVPD).

Cartesian coordinates (Å):
C  1.4622  3.6594  0.4697
C  0.2170  2.8181  0.2385
O  0.4848  1.4199  0.3026
C  0.9428  0.8425  -0.8245
O  1.2289  1.4844  -1.8136
C  1.0840  -0.6062  -0.7155
C  2.1409  -1.2824  -1.3139
C  3.2323  -0.7095  -2.1223
S  4.8491  -0.7080  -1.2165
C  4.4044  0.2698  0.2068
C  4.8705  1.5711  0.3001
C  4.5602  2.3274  1.4157
C  3.7746  1.7892  2.4223
C  3.3059  0.4906  2.3189
C  3.6320  -0.2801  1.2174
N  2.1039  -2.5950  -0.9673
C  3.0466  -3.5981  -1.3784
C  1.0041  -2.8130  -0.1743
C  0.5601  -3.9949  0.4046
C  -0.5879  -3.9432  1.1550
C  -1.3241  -2.7555  1.2916
O  -2.4567  -2.8378  2.0298
C  -0.9078  -1.5701  0.6881
C  -1.7435  -0.3151  0.7598
N  -3.1770  -0.6004  0.8085
C  -3.7016  -1.0989  -0.4562
C  -3.8687  -0.0077  -1.5171
N  -4.7154  1.0547  -1.0035
C  -4.9778  2.0648  -2.0034
C  -4.1322  1.6192  0.1997
C  -3.9890  0.5188  1.2543
C  0.3141  -1.5882  -0.0032
H  1.1976  4.7130  0.4448
H  1.9025  3.4197  1.4336
H  2.1930  3.4585  -0.3094
H  -0.5269  2.9994  1.0188
H  -0.2089  3.0510  -0.7445
H  3.0042  0.3186  -2.3952
H  3.4339  -1.2961  -3.0181
H  5.4767  1.9788  -0.4947
H  4.9275  3.3400  1.4956
H  3.5339  2.3814  3.2936
H  2.6931  0.0681  3.1008
H  3.2966  -1.3034  1.1538
H  3.0459  -4.4111  -0.6553
H  4.0491  -3.1726  -1.4243
H  2.7843  -4.0004  -2.3611
H  1.0855  -4.9272  0.2694
H  -0.9758  -4.8236  1.6414
H  -2.9643  -2.0095  1.8854
H  -1.4800  0.2418  1.6657
H  -1.4898  0.3138  -0.0992
H  -3.0366  -1.8807  -0.8293
H  -4.6820  -1.5380  -0.2497
H  -4.3496  -0.4386  -2.3982
H  -2.8790  0.3768  -1.8279
H  -4.0621  2.5710  -2.3499
H  -5.6512  2.8119  -1.5854
H  -5.4616  1.5984  -2.8603
H  -4.8000  2.3973  0.5773
H  -3.1470  2.0817  -0.0009
H  -3.5607  0.9297  2.1715
H  -4.9850  0.1245  1.4779

Results
Spin multiplicity = 1
Energy relative to the best compared isomer or geometry (same formula, charge and spin) = 1.121 eV
Total energy = -1759.4500 hartree
SMILES string = CCOC(=O)c1c(CSc2ccccc2)n(C)c2ccc(O)c(CN3CCN(C)CC3)c12
Charge = 0
Gap between HOMO and LUMO = 8.345 eV

No. 4
Entry from OMol25: C25H31N7OSTe4Ti as an isolated structure (ωB97M-V/def2-TZVPD).

Cartesian coordinates (Å):
Ti  -0.1034  -0.9704  -0.2342
C  -0.4016  -4.9312  -1.8172
C  -0.1059  -3.4824  -1.6053
N  -0.1378  -2.8913  -0.3755
N  -0.0501  -3.6152  0.7741
C  0.3971  -2.7942  1.6990
O  0.8151  -1.5834  1.3614
C  0.5821  -3.2189  3.0917
C  0.4828  -4.5663  3.4362
C  0.6357  -4.9504  4.7561
C  0.8685  -3.9944  5.7385
C  0.9453  -2.6535  5.3984
C  0.8027  -2.2620  4.0760
C  0.3188  -2.5948  -2.5687
C  0.4587  -2.9193  -3.9592
C  0.9911  -2.0273  -4.8210
C  1.3868  -0.7434  -4.3299
C  1.1878  -0.4470  -3.0266
N  0.6574  -1.3155  -2.1076
H  -0.4559  -5.4329  -0.8531
H  -1.3557  -5.0777  -2.3301
H  0.3754  -5.4131  -2.4121
H  0.2843  -5.2959  2.6637
H  0.5616  -5.9964  5.0236
H  0.9720  -4.2966  6.7727
H  1.0929  -1.9052  6.1660
H  0.8232  -1.2137  3.8065
H  0.1374  -3.8960  -4.2943
H  1.1080  -2.2719  -5.8681
H  1.8139  0.0003  -4.9875
H  1.4220  0.5416  -2.6548
Te  -2.6476  -1.4428  1.6696
Te  -3.7226  -1.3955  4.1094
Te  -0.6440  2.2849  3.5877
Te  -1.6695  1.0859  1.4105
N  -4.2377  0.0726  -1.1773
C  -3.2254  0.8714  -1.4800
S  -1.7345  0.2414  -2.0165
N  -3.4574  2.1990  -1.3373
C  -2.5249  3.2452  -1.5655
C  -1.8258  3.3435  -2.7620
C  -0.9517  4.4021  -2.9453
C  -0.7888  5.3664  -1.9563
C  -1.5008  5.2635  -0.7710
C  -2.3669  4.1975  -0.5683
H  -4.0422  -0.9069  -1.0487
H  -5.1009  0.4258  -0.7970
H  -4.1897  2.4347  -0.6831
H  -1.9682  2.6065  -3.5386
H  -0.4112  4.4842  -3.8796
H  -0.1220  6.2032  -2.1189
H  -1.3873  6.0090  0.0049
H  -2.9017  4.0944  0.3675
N  2.1837  3.2095  1.4191
C  2.0189  3.3800  -0.0485
C  1.1675  2.2431  -0.5931
N  1.6325  0.9033  -0.2040
C  2.0657  0.7894  1.2086
C  2.9247  1.9456  1.6878
H  1.2444  3.1347  1.9848
H  2.6668  4.0087  1.8243
H  3.0252  3.3887  -0.4738
H  1.5365  4.3362  -0.2464
H  1.1089  2.3095  -1.6791
H  0.1498  2.3794  -0.2265
H  2.4294  0.6480  -0.7807
H  2.6041  -0.1472  1.3310
H  1.1845  0.7255  1.8437
H  3.8835  2.0146  1.1687
H  3.0842  1.8638  2.7612

Results
Spin multiplicity = 1
Energy relative to the best compared isomer or geometry (same formula, charge and spin) = 0.000 eV
Total energy = -3749.5633 hartree
Charge = 0
Gap between HOMO and LUMO (alpha / beta) = 5.006 / 5.007 eV

No. 5
Entry from OMol25: C25H31NO2PPtS as an isolated structure in a non-equilibrium geometry (ωB97M-V/def2-TZVPD).

Cartesian coordinates (Å):
Pt  -0.1583  -0.2470  -0.0731
C  2.9558  -0.9790  -0.1133
O  2.0427  0.0212  0.3787
C  2.4029  0.4378  1.7169
C  1.6778  -0.2935  2.8335
O  0.3187  0.0864  2.8087
C  -0.3922  -0.2595  3.9801
H  3.9781  -0.6154  -0.0006
H  2.7385  -1.1323  -1.1621
H  2.8377  -1.9241  0.4174
H  2.1699  1.5008  1.7813
H  3.4771  0.3012  1.8419
H  2.1251  -0.0169  3.7947
H  1.7745  -1.3787  2.6970
H  0.0178  0.2556  4.8544
H  -0.3654  -1.3378  4.1680
H  -1.4257  0.0487  3.8307
S  -0.6662  4.3243  0.6642
C  0.4866  4.0936  -0.5775
C  0.6512  2.7716  -0.8223
N  -0.1260  1.9516  -0.0448
C  -0.8647  2.6399  0.7855
H  0.9730  4.9295  -1.0513
H  1.3227  2.3421  -1.5492
H  -1.5397  2.1904  1.4974
C  1.6064  -4.3813  -3.3750
C  1.3990  -2.9877  -3.4699
C  0.9294  -2.2933  -2.3927
C  0.6097  -2.9468  -1.1720
C  0.0509  -2.2434  -0.0603
C  -0.3353  -2.9640  1.0431
C  -0.1580  -4.3629  1.1183
C  0.4306  -5.0364  0.0896
C  0.8109  -4.3484  -1.0870
C  1.3385  -5.0372  -2.2097
H  1.9744  -4.9278  -4.2336
H  1.6192  -2.4773  -4.3988
H  0.7717  -1.2203  -2.4559
H  -0.7956  -2.4543  1.8833
H  -0.4916  -4.8985  1.9988
H  0.5915  -6.1060  0.1506
H  1.5053  -6.1051  -2.1330
C  -4.0757  0.2668  0.2285
P  -2.4971  -0.1848  -0.5646
C  -2.5515  0.8765  -2.0524
C  -2.8469  -1.8554  -1.1874
C  -2.3919  -2.2483  -2.4425
C  -2.4788  -3.5749  -2.8312
C  -3.0143  -4.5206  -1.9686
C  -3.4914  -4.1314  -0.7264
C  -3.4062  -2.8045  -0.3357
H  -4.2684  -0.3238  1.1217
H  -4.8555  0.0842  -0.5086
H  -4.0667  1.3218  0.5037
H  -3.3825  0.5912  -2.6985
H  -1.6140  0.8110  -2.5986
H  -2.6905  1.9121  -1.7348
H  -1.9677  -1.5209  -3.1235
H  -2.1123  -3.8718  -3.8055
H  -3.0634  -5.5595  -2.2668
H  -3.9176  -4.8638  -0.0533
H  -3.7783  -2.5106  0.6392

Results
Spin multiplicity = 1
Energy relative to the best compared isomer or geometry (same formula, charge and spin) = 0.190 eV
Total energy = -2035.1196 hartree
Charge = +1
Gap between HOMO and LUMO = 7.422 eV

No. 6
Entry from OMol25: C25H32As2ClO11Os as an isolated structure (ωB97M-V/def2-TZVPD).

Cartesian coordinates (Å):
Os  -1.5502  1.4697  0.6254
C  1.7152  4.5889  0.8774
C  0.9001  3.5421  1.5708
C  1.3937  2.2304  1.6605
C  0.6642  1.2168  2.2613
C  1.2142  -0.1684  2.4372
C  -0.6232  1.5140  2.7689
C  -1.1403  2.8267  2.6932
C  -2.4478  3.1656  3.3558
C  -0.3479  3.8268  2.0974
H  2.5895  4.8564  1.4743
H  1.1348  5.4913  0.7000
H  2.0699  4.2071  -0.0802
H  2.3645  1.9988  1.2406
H  1.4830  -0.3237  3.4844
H  2.1034  -0.3284  1.8306
H  0.4660  -0.9242  2.1854
H  -1.1716  0.7595  3.3173
H  -2.2526  3.5212  4.3698
H  -3.0985  2.2951  3.4224
H  -2.9705  3.9573  2.8209
H  -0.7449  4.8320  2.0223
O  -2.5468  0.1867  1.2957
C  4.1909  0.9506  -2.6664
O  3.3151  -0.0868  -2.1818
C  2.2397  0.3270  -1.5293
O  1.9245  1.4844  -1.3771
C  1.3920  -0.7947  -1.0146
C  1.8975  -1.9228  -0.5238
As  0.9412  -3.3778  0.3706
C  1.4142  -4.8553  -0.8187
C  -0.8768  -3.0748  -0.2976
C  -1.3984  -1.9629  -0.8082
As  -0.4728  -0.2936  -1.0629
C  -0.6577  0.2134  -2.9244
C  -2.8268  -1.7840  -1.2079
O  -3.1755  -0.8178  -1.8477
O  -3.6281  -2.7458  -0.7854
C  -5.0143  -2.6275  -1.1678
C  -1.6682  -4.3590  -0.1805
O  -1.6681  -5.1420  -1.0846
O  -2.2319  -4.6441  0.9937
C  -2.3611  -3.6258  1.9960
C  3.3880  -2.1242  -0.4518
O  3.9736  -3.0165  -0.9983
O  3.9518  -1.2188  0.3585
C  5.3824  -1.3455  0.4971
H  4.9856  0.4349  -3.1941
H  4.5872  1.5218  -1.8291
H  3.6493  1.6150  -3.3357
H  2.4748  -5.0543  -0.6942
H  1.1942  -4.6122  -1.8544
H  0.8334  -5.7228  -0.5119
H  -0.3621  -0.6274  -3.5500
H  -0.0083  1.0683  -3.1008
H  -1.6994  0.4633  -3.1051
H  -5.5018  -3.5009  -0.7494
H  -5.0967  -2.6200  -2.2519
H  -5.4297  -1.7094  -0.7588
H  -2.9734  -4.0679  2.7751
H  -2.8549  -2.7411  1.5961
H  -1.3865  -3.3640  2.4107
H  5.6796  -0.5625  1.1866
H  5.8613  -1.2148  -0.4714
H  5.6349  -2.3265  0.8928
Cl  -3.2920  5.3451  -1.7020
C  -2.5629  3.8977  -2.4370
C  -2.0907  3.0192  -1.3186
O  -0.9250  3.0793  -0.8607
O  -2.9038  2.1842  -0.7819
H  -1.7241  4.2080  -3.0519
H  -3.3246  3.3897  -3.0207

Results
Spin multiplicity = 5
Energy relative to the best compared isomer or geometry (same formula, charge and spin) = 0.000 eV
Total energy = -6821.5940 hartree
Charge = +1
Gap between HOMO and LUMO (alpha / beta) = 7.650 / 7.165 eV

No. 7
Entry from OMol25: C25H32AsAuOPSeSi as an isolated structure in a non-equilibrium geometry (ωB97M-V/def2-TZVPD).

Cartesian coordinates (Å):
Au  -0.5813  0.6127  -0.5626
O  -2.0618  -2.2856  0.5220
C  -1.3664  -2.3898  -0.3595
C  -0.5489  -2.8131  -1.3727
C  -0.9910  -3.9394  -2.1264
C  -0.2430  -4.4050  -3.1723
C  0.9496  -3.7819  -3.5295
C  1.4099  -2.6959  -2.7973
C  0.7056  -2.2023  -1.7157
P  1.2452  -0.7344  -0.7957
C  1.8054  -1.3462  0.8205
C  2.1879  -0.3854  1.7563
C  2.5956  -0.7724  3.0205
C  2.6242  -2.1204  3.3568
C  2.2523  -3.0783  2.4271
C  1.8363  -2.6964  1.1593
C  2.7399  -0.1623  -1.6297
C  2.6129  0.8719  -2.5555
C  3.7276  1.3188  -3.2462
C  4.9653  0.7395  -3.0059
C  5.0950  -0.2792  -2.0713
C  3.9857  -0.7351  -1.3782
H  -1.9246  -4.4116  -1.8525
H  -0.5816  -5.2689  -3.7268
H  1.5198  -4.1501  -4.3706
H  2.3476  -2.2247  -3.0608
H  2.1852  0.6623  1.4758
H  2.9025  -0.0267  3.7414
H  2.9400  -2.4218  4.3460
H  2.2929  -4.1279  2.6852
H  1.5419  -3.4484  0.4374
H  1.6395  1.3161  -2.7284
H  3.6349  2.1205  -3.9657
H  5.8365  1.0862  -3.5445
H  6.0634  -0.7208  -1.8791
H  4.0839  -1.5309  -0.6499
C  -4.4420  2.7958  -2.4864
Si  -3.3238  3.4351  -1.1064
C  -4.1685  4.5378  0.1623
C  -1.6508  4.0895  -1.6873
Se  -2.8100  1.3784  -0.0196
H  -4.8935  3.6074  -3.0615
H  -5.2438  2.1891  -2.0665
H  -3.8733  2.1660  -3.1699
H  -4.5991  5.4136  -0.3271
H  -3.4628  4.8889  0.9149
H  -4.9745  4.0098  0.6717
H  -1.7530  5.0165  -2.2549
H  -1.1556  3.3543  -2.3225
H  -1.0026  4.2873  -0.8332
C  -3.3807  0.7141  3.6261
As  -1.6907  0.3413  2.7354
C  -1.1317  -1.2484  3.7551
C  -0.5729  1.7378  3.5380
H  -3.2391  0.7539  4.7067
H  -4.0956  -0.0708  3.3831
H  -3.7750  1.6622  3.2652
H  -0.9028  -0.9717  4.7855
H  -0.2508  -1.7042  3.3066
H  -1.9468  -1.9718  3.7449
H  -0.3923  1.4989  4.5872
H  -1.0824  2.6980  3.4727
H  0.3860  1.8182  3.0288

Results
Spin multiplicity = 1
Energy relative to the best compared isomer or geometry (same formula, charge and spin) = 0.691 eV
Total energy = -6450.6118 hartree
Charge = +1
Gap between HOMO and LUMO = 3.713 eV